Entry from OMol25: a structure of composition C19H28ClCoO2 in a non-equilibrium geometry (ωB97M-V/def2-TZVPD).

Properties
spin multiplicity = 5
⟨S²⟩ = 6.041
HOMO level (alpha / beta) = -6.942 / -8.563 eV
energy above the lowest of the compared OMol25 structures with the same formula, charge and spin = 0.365 eV
gap between HOMO and LUMO (alpha / beta) = 7.623 / 6.130 eV

Each line ends with the Löwdin spin population.
Element x y z (Å)
1 H 1.933 2.756 -2.579  0.00
2 H -0.216 -0.393 5.774  0.00
3 H 0.694 0.902 -4.939  0.00
4 H 2.148 -1.780 -1.540  0.00
5 C -0.834 -0.895 -1.130  0.00
6 H -0.510 -0.788 0.945  0.02
7 H 1.450 -1.654 4.066  0.00
8 H 1.565 -0.232 1.765  0.01
9 H -0.462 -3.050 0.845  0.00
10 C 1.720 0.667 -3.051  0.00
11 C -2.151 2.480 1.969  0.08
12 H 2.877 2.246 -4.006  0.00
13 C 0.985 0.019 2.663  0.33
14 C -0.017 -0.085 4.747  0.17
15 C -2.948 0.835 0.554  0.07
16 H 1.226 -2.987 0.213  0.00
17 C 2.631 -0.571 -3.376  0.00
18 H -1.875 -1.155 -0.821  0.00
19 C 0.183 -2.682 0.036  0.00
20 Co -1.596 0.603 2.083  2.40
21 O -0.443 -1.844 -2.154  0.00
22 H 0.539 2.225 2.421  0.00
23 C -3.665 0.734 1.775  0.11
24 C 2.514 -0.810 -1.884  0.00
25 H -0.804 0.118 -1.553  0.00
26 C 2.540 1.951 -3.008  0.00
27 H 1.029 -0.672 0.050  0.00
28 H -3.473 1.884 3.707  0.00
29 H -1.337 2.239 -0.124  0.00
30 H 3.644 -0.328 -3.713  0.00
31 C 0.457 0.808 -3.869  0.00
32 H -1.290 -3.589 -1.326  0.00
33 H -4.506 0.062 1.930  0.00
34 H 2.165 -1.354 -3.987  0.00
35 H 0.474 -3.726 -1.882  0.00
36 C -0.459 1.120 4.142  0.32
37 C -1.991 1.890 0.671  0.04
38 H -3.127 0.266 -0.345  0.01
39 H -1.124 1.867 4.578  0.01
40 C -3.117 1.692 2.700  0.04
41 H 3.443 -0.536 -1.360  0.00
42 C 0.223 1.262 2.846  0.01
43 H -1.671 3.404 2.275  0.01
44 H 3.420 1.748 -2.382  0.00
45 C 0.876 -0.749 3.844  0.16
46 O 1.479 0.224 -1.674  0.00
47 C 0.051 -1.154 0.074  0.03
48 H -0.196 -0.060 -3.711  0.00
49 C -0.288 -3.086 -1.396  0.00
50 Cl -2.098 -1.540 2.710  0.16
51 H -0.070 1.721 -3.567  0.00

---

Entry from OMol25: a structure of composition C19H28ClErO2P2 in a non-equilibrium geometry (ωB97M-V/def2-TZVPD).

Properties
spin multiplicity = 4
⟨S²⟩ = 3.754
HOMO level (alpha / beta) = -12.986 / -12.987 eV
total charge = +2
gap between HOMO and LUMO (alpha / beta) = 4.302 / 4.303 eV

Each line ends with the Löwdin spin population.
Element x y z (Å)
1 H -2.439 2.889 1.119  0.00
2 C -3.015 -0.519 4.836  0.00
3 C -1.318 0.014 2.662  -0.01
4 H -1.076 -3.362 2.104  0.00
5 C 1.133 0.145 5.448  0.00
6 O 1.507 0.768 -1.889  0.00
7 H -1.316 -4.571 0.762  0.00
8 H 2.377 -3.051 0.058  0.00
9 H -2.264 -3.037 0.815  0.00
10 Cl -2.016 0.249 -1.821  0.00
11 C 0.196 -0.015 -3.927  0.00
12 C -2.652 -0.213 2.427  0.00
13 H -4.542 -0.688 3.348  0.00
14 C 1.571 -0.280 0.974  0.00
15 H 2.148 3.093 0.082  0.00
16 H -0.190 -4.531 -1.507  0.00
17 H -1.380 3.056 -1.863  0.00
18 H 1.010 -0.133 -4.695  0.00
19 H 1.235 0.357 3.330  0.00
20 H 1.678 -3.252 1.684  0.00
21 P -0.194 2.615 0.220  0.00
22 Er -0.817 -0.043 0.392  3.03
23 C -1.290 -3.507 1.027  0.00
24 C -0.769 -0.002 3.952  0.00
25 H -0.591 0.736 -4.236  0.00
26 H -0.310 -0.995 -3.684  0.00
27 C -1.451 3.323 1.346  0.00
28 H 2.184 0.300 5.605  0.00
29 C -1.631 -0.280 5.093  0.00
30 O 2.710 -0.404 1.149  0.00
31 H -3.691 -0.740 5.676  0.00
32 H 1.573 3.162 1.774  0.00
33 C -1.058 -0.334 6.396  0.00
34 H -1.451 4.408 1.199  0.00
35 C 0.590 0.190 4.192  0.00
36 H 1.454 -4.561 0.454  0.00
37 P 0.002 -2.673 0.023  0.00
38 C 1.519 -3.468 0.613  0.00
39 H -1.060 -3.065 -2.144  0.00
40 H -0.655 4.543 -1.099  0.00
41 C -0.503 3.487 -1.353  0.00
42 H 1.175 4.523 0.639  0.00
43 H -1.198 3.044 2.387  0.00
44 H 0.718 -3.142 -2.243  0.00
45 C 1.320 3.431 0.732  0.00
46 H -1.676 -0.546 7.264  0.00
47 C 0.683 0.491 -2.712  0.00
48 C 0.312 -0.116 6.574  0.00
49 C -0.153 -3.433 -1.627  0.00
50 C -3.492 -0.487 3.549  0.00
51 H 0.368 3.361 -2.019  0.00
52 H -3.129 -0.198 1.430  0.00
53 H 0.745 -0.145 7.575  0.00

---

Entry from OMol25: a structure of composition C19H28CrN4O5Si (ωB97M-V/def2-TZVPD).

Properties
spin multiplicity = 5
⟨S²⟩ = 6.026
HOMO level (alpha / beta) = -8.408 / -8.477 eV
energy above the lowest of the compared OMol25 structures with the same formula, charge and spin = 0.188 eV
gap between HOMO and LUMO (alpha / beta) = 7.871 / 7.854 eV

Each line ends with the Löwdin spin population.
Element x y z (Å)
1 H -1.214 -0.392 -3.786  0.00
2 H -2.729 4.602 1.696  0.00
3 C 2.164 -1.185 3.010  0.00
4 C 2.781 -0.045 3.498  0.01
5 C -2.859 1.782 0.061  0.02
6 H 1.336 -1.897 -0.753  0.00
7 H 3.969 -5.991 5.062  0.00
8 C 2.104 0.959 -2.015  0.01
9 H -0.747 3.020 1.931  0.00
10 C -2.633 3.647 1.210  0.01
11 N -1.551 2.866 1.347  0.00
12 O -5.152 4.654 0.418  0.00
13 H 2.928 -1.849 -3.447  0.00
14 C -3.513 2.986 0.378  0.00
15 O 2.194 -2.430 4.991  0.00
16 H 0.956 -3.907 0.785  0.00
17 H -0.109 0.787 -4.514  0.00
18 H -5.201 1.963 -1.014  0.00
19 C 2.579 1.163 2.846  0.00
20 H 3.877 -4.254 1.685  0.00
21 C 2.922 -3.721 1.697  0.00
22 C 1.343 -1.061 1.898  0.02
23 H 3.400 -0.115 4.383  0.00
24 H -0.215 -2.261 -1.534  0.00
25 H 1.749 -5.453 1.103  0.00
26 H 4.721 -5.089 3.749  0.00
27 H 2.950 0.577 -1.438  0.00
28 H 2.290 -4.434 -0.229  0.00
29 C 1.918 -4.421 0.796  0.00
30 H 0.837 -1.923 1.483  0.01
31 Cr -0.590 -0.031 -0.043  3.82
32 H 1.522 2.120 1.232  0.00
33 C -3.253 0.595 -0.796  0.01
34 C 2.044 -1.412 -3.919  0.00
35 H 1.533 1.623 -1.355  0.01
36 C -0.432 0.340 -3.571  0.01
37 Si 1.016 -0.452 -2.666  0.01
38 O -4.364 0.590 -1.317  0.01
39 H 3.133 -2.722 1.321  0.00
40 H 4.160 -4.241 5.201  0.00
41 N 1.084 0.108 1.317  0.01
42 O -2.363 -0.313 -0.871  0.03
43 N -1.672 1.721 0.659  0.02
44 C -4.841 3.564 0.007  0.00
45 C 2.305 -2.474 3.776  0.00
46 H 1.803 -4.801 4.658  0.00
47 C 2.566 -4.854 3.885  0.00
48 C 1.714 1.197 1.769  0.01
49 N 2.486 -3.626 3.089  0.00
50 H 2.500 1.579 -2.822  0.00
51 H 1.460 -2.230 -4.346  0.00
52 H 2.383 -0.775 -4.740  0.00
53 C 0.446 -1.448 -1.213  -0.02
54 C 3.939 -5.052 4.509  0.00
55 O -5.620 2.840 -0.770  0.00
56 H 2.316 -5.685 3.226  0.00
57 H 3.066 2.071 3.173  0.00
58 H -0.899 1.131 -2.977  0.00

---

Entry from OMol25: a structure of composition C19H28IO2Zr in a non-equilibrium geometry (ωB97M-V/def2-TZVPD).

Properties
HOMO level = -11.266 eV
energy above the lowest of the compared OMol25 structures with the same formula, charge and spin = 0.000 eV
total charge = +1
gap between HOMO and LUMO = 8.072 eV

Each line ends with the Mulliken charge.
Element x y z (Å)
1 C -1.703 0.463 3.629  -0.35
2 C 1.437 -2.267 -4.857  -0.48
3 C 1.849 1.385 2.036  -0.64
4 H -1.704 2.552 1.176  0.25
5 H -2.828 0.811 1.721  0.83
6 I 1.392 -2.897 2.405  -0.24
7 H -0.282 1.416 -2.616  0.15
8 O -0.033 0.268 0.231  0.04
9 H -1.110 -0.441 -3.886  0.27
10 H 2.455 -1.930 -5.069  0.27
11 C 2.592 0.340 2.677  -0.53
12 C -2.225 0.151 2.342  -0.33
13 C -1.225 -0.747 4.229  -0.88
14 C 1.316 -2.413 -3.341  -0.49
15 H 0.573 1.371 5.131  0.55
16 O 0.450 -1.361 -2.827  -0.26
17 C -2.106 0.561 -1.067  -1.44
18 H -2.540 -1.844 1.333  0.50
19 C -1.106 2.594 0.259  -1.89
20 C 2.035 0.130 3.978  -0.47
21 C -0.019 -0.546 -3.975  -0.21
22 H -1.500 -2.882 3.596  0.66
23 H -1.824 1.421 4.136  0.51
24 C 0.122 1.547 -1.578  -0.62
25 C 0.869 1.861 2.971  -0.36
26 H -1.733 -0.405 -1.457  0.31
27 H 1.891 0.460 -0.685  0.45
28 C 0.462 -1.163 -5.272  -0.65
29 H -2.446 1.113 -1.948  0.44
30 H -0.816 -0.845 5.244  0.48
31 H -0.391 -1.626 -5.785  0.26
32 H 3.486 -0.125 2.280  0.53
33 H 0.985 -0.428 -5.899  0.30
34 H 2.132 1.854 1.095  0.69
35 H 1.154 -3.203 -5.359  0.29
36 H -0.142 3.067 0.472  0.36
37 H 0.632 2.530 -1.436  0.32
38 H 0.433 0.461 -3.988  0.20
39 C -1.557 -1.827 3.358  -0.83
40 C -2.116 -1.276 2.161  -0.58
41 H 0.704 -0.637 -1.456  0.29
42 H 2.427 -0.543 4.743  0.49
43 C 0.834 0.334 -0.946  -0.52
44 H -2.958 0.499 -0.380  0.28
45 C 1.012 1.105 4.172  -0.61
46 H 0.835 -3.352 -3.014  0.31
47 H -1.599 3.289 -0.438  0.50
48 Zr 0.258 -0.479 2.342  0.60
49 C -0.907 1.274 -0.480  1.58
50 H 0.244 2.753 2.860  0.45
51 H 2.289 -2.378 -2.818  0.24